Entry 1:
12
Properties=species:S:1:pos:R:3:nbo_charge:R:1 method="wB97M-V/def2-TZVPD" multiplicity=1 mol_weight_da=86.094 gap_ev=8.708 e_above_lowest_ev=5.7243
N 1.900 0.119 -0.019 -0.76
C 0.655 0.571 0.199 0.66
O 0.284 1.768 -0.140 -0.68
C -0.479 -0.183 0.729 -0.22
C -1.266 -0.117 -0.609 -0.42
N -1.003 -1.398 0.169 -0.58
H 2.465 0.579 -0.727 0.41
H 2.084 -0.860 0.173 0.42
H -1.008 0.307 1.553 0.21
H -0.596 -0.236 -1.480 0.16
H -0.897 1.376 -0.381 0.45
H -1.797 -1.680 0.755 0.36

***

Entry 2:
61
Properties=species:S:1:pos:R:3:nbo_charge:R:1 method="wB97M-V/def2-TZVPD" s_squared=0.758 charge=+3 multiplicity=2 mol_weight_da=536.344 gap_ev="8.570 / 7.298" e_above_lowest_ev=0.1238
Ru 0.850 0.392 -0.398 0.59
C 2.498 1.005 2.020 -0.26
C 3.491 0.584 0.954 -0.25
N 2.948 0.810 -0.417 -0.57
C 3.126 2.177 -0.989 -0.25
C 2.198 3.161 -0.312 -0.25
N 0.829 2.562 -0.125 -0.59
C 0.226 2.885 1.213 -0.25
C 0.108 1.637 2.097 -0.24
N 1.092 0.608 1.654 -0.49
H 2.765 0.557 2.977 0.26
H 2.511 2.081 2.170 0.22
H 4.433 1.119 1.092 0.25
H 3.705 -0.482 1.035 0.23
H 3.471 0.187 -1.028 0.42
H 4.162 2.508 -0.892 0.25
H 2.901 2.100 -2.054 0.23
H 2.588 3.445 0.662 0.22
H 2.131 4.077 -0.897 0.26
H 0.231 2.986 -0.828 0.42
H 0.830 3.652 1.694 0.24
H -0.762 3.318 1.065 0.25
H 0.281 1.894 3.144 0.25
H -0.879 1.188 2.017 0.22
H 0.884 -0.249 2.155 0.42
C -3.550 -2.553 1.506 -0.43
C -2.168 -2.305 2.080 -0.22
N -1.416 -1.468 1.133 -0.58
C -1.977 -0.561 0.320 0.65
N -1.129 0.180 -0.475 -0.50
C -1.795 0.940 -1.550 -0.24
C -3.013 1.660 -0.999 -0.43
C -3.981 0.615 -0.501 -0.21
N -3.289 -0.404 0.308 -0.35
C -4.186 -1.230 1.144 -0.22
H -4.175 -3.066 2.235 0.27
H -3.479 -3.194 0.626 0.23
H -1.621 -3.236 2.211 0.24
H -2.229 -1.805 3.049 0.22
H -0.441 -1.649 0.960 0.41
H -2.094 0.271 -2.362 0.23
H -1.074 1.640 -1.974 0.21
H -3.487 2.260 -1.774 0.27
H -2.720 2.333 -0.188 0.21
H -4.465 0.106 -1.337 0.23
H -4.763 1.050 0.120 0.25
H -5.099 -1.382 0.570 0.25
H -4.446 -0.652 2.034 0.23
C 0.323 -3.837 -1.299 -0.93
Sb 1.433 -2.049 -1.160 1.23
C 3.444 -2.587 -1.532 -0.96
C 0.839 -0.882 -2.858 -0.96
H 0.524 -4.265 -2.280 0.28
H -0.738 -3.625 -1.188 0.25
H 0.652 -4.524 -0.522 0.27
H 3.433 -3.436 -2.214 0.28
H 3.947 -2.877 -0.612 0.27
H 3.979 -1.770 -2.014 0.25
H 1.440 -1.019 -3.755 0.29
H 0.906 0.212 -2.628 0.20
H -0.204 -1.091 -3.083 0.26

***

Entry 3:
16
Properties=species:S:1:pos:R:3:nbo_charge:R:1 method="wB97M-V/def2-TZVPD" multiplicity=1 mol_weight_da=90.126 gap_ev="8.465 / 8.467" e_above_lowest_ev=5.9133
C -0.276 0.749 0.446 0.31
C 0.004 -1.492 -0.491 -0.45
C 1.731 0.457 0.629 -0.59
N -0.142 -0.573 0.637 -0.18
N -0.611 1.391 -0.712 -0.83
O -2.145 -0.560 0.760 -0.95
H -2.541 -0.672 -0.120 0.41
H -0.434 1.325 1.350 0.22
H -0.752 0.839 -1.543 0.39
H -1.044 2.296 -0.606 0.41
H -0.422 -1.140 -1.436 0.17
H -0.511 -2.408 -0.213 0.25
H 1.060 -1.722 -0.651 0.21
H 2.032 0.649 -0.397 0.20
H 2.167 -0.441 1.051 0.21
H 1.883 1.302 1.295 0.21

***

Entry 4:
15
Properties=species:S:1:pos:R:3:nbo_charge:R:1 method="wB97M-V/def2-TZVPD" smiles="CPC1=NCCS1" multiplicity=1 mol_weight_da=133.156 gap_ev=9.465 e_above_lowest_ev=1.3427
C -1.543 0.292 -2.158 -0.95
P -1.935 0.958 -0.548 0.61
C -0.642 0.374 0.430 -0.10
N 0.568 0.408 0.087 -0.46
C 1.478 -0.224 1.070 -0.26
C 0.930 -0.004 2.448 -0.53
S -0.920 -0.315 2.319 0.07
H -0.498 0.805 -2.210 0.27
H -2.220 0.692 -2.948 0.25
H -1.436 -0.790 -2.167 0.24
H -3.056 0.204 0.228 -0.01
H 2.537 0.284 1.023 0.20
H 1.672 -1.214 0.769 0.21
H 1.378 -0.658 3.233 0.24
H 1.183 1.002 2.879 0.22